{"formula": "C56H96N9O6P", "method": "the ωB97M-V functional and the def2-TZVPD basis", "symbols": ["C", "C", "C", "O", "C", "C", "O", "C", "C", "C", "C", "C", "C", "C", "C", "C", "C", "C", "C", "C", "C", "C", "N", "C", "C", "C", "C", "O", "C", "O", "C", "C", "O", "C", "P", "N", "O", "H", "H", "H", "H", "H", "H", "H", "H", "H", "H", "H", "H", "H", "H", "H", "H", "H", "H", "H", "H", "H", "H", "H", "H", "H", "H", "H", "H", "H", "H", "H", "H", "H", "H", "H", "H", "H", "H", "H", "H", "H", "H", "H", "H", "H", "H", "H", "C", "C", "C", "C", "N", "H", "H", "H", "H", "H", "H", "H", "C", "C", "C", "C", "N", "H", "H", "H", "H", "H", "H", "H", "C", "C", "C", "C", "N", "H", "H", "H", "H", "H", "H", "H", "C", "C", "C", "C", "N", "H", "H", "H", "H", "H", "H", "H", "C", "C", "C", "C", "N", "H", "H", "H", "H", "H", "H", "H", "C", "C", "C", "C", "N", "H", "H", "H", "H", "H", "H", "H", "C", "C", "C", "C", "N", "H", "H", "H", "H", "H", "H", "H"], "coordinates": [[0.7089, -1.7195, 0.0019], [0.7107, -0.5649, 0.4720], [0.6125, 1.0244, 0.6861], [-0.1745, 1.7710, -0.2263], [0.3294, 1.7181, -1.5696], [-0.8023, 2.1657, -2.6315], [-0.2270, 2.4849, -3.9098], [-0.4786, 3.8475, -4.3024], [0.7654, 4.7416, -3.7760], [0.0582, 1.0714, 2.2064], [0.0193, 2.4718, 2.9474], [-1.3187, 3.3068, 2.6070], [-0.9670, 4.6381, 1.8180], [-0.0387, 5.6723, 2.6480], [-0.6238, 7.1452, 2.4866], [-0.1178, 7.9353, 1.2029], [-0.5266, 7.2538, -0.1951], [-2.0538, 7.4649, -0.6116], [-2.8213, 6.0753, -0.9186], [-4.0676, 5.7942, 0.0319], [-5.3314, 5.1758, -0.7513], [-5.0007, 3.7209, -1.3051], [-5.3819, 2.6136, -0.4049], [-5.6459, 2.5627, 0.9892], [-5.9488, 1.1285, 1.3873], [-5.8805, 0.2858, 0.1061], [-5.5332, 1.3128, -0.9480], [1.0883, 0.2601, 2.8543], [2.3237, 0.8429, 2.3635], [3.2522, 0.8595, 3.1472], [2.1762, 1.4006, 0.8702], [2.5387, 2.9288, 0.5911], [3.6105, 3.4370, 1.4095], [3.7706, 4.8297, 1.0176], [3.3710, 0.2686, -0.1570], [4.6211, 1.2801, -0.9140], [4.2408, -0.7800, 0.8516], [1.1329, -2.7090, -0.3478], [1.2007, 2.4412, -1.7498], [0.6843, 0.6983, -1.9105], [-1.4455, 1.2273, -2.7868], [-1.4911, 2.9705, -2.2293], [-0.4512, 3.9547, -5.4407], [-1.4804, 4.2499, -3.9493], [0.5099, 5.8450, -3.8041], [0.9601, 4.3837, -2.7110], [1.6802, 4.4830, -4.4058], [-0.9737, 0.5932, 2.1184], [0.9304, 3.1256, 2.7967], [-0.0324, 2.2431, 4.0695], [-1.9003, 2.6406, 1.8731], [-1.9976, 3.4635, 3.4979], [-1.8572, 5.2364, 1.4617], [-0.4002, 4.3204, 0.8732], [1.0609, 5.5716, 2.3619], [-0.1128, 5.3250, 3.7395], [-0.2504, 7.7428, 3.3939], [-1.7487, 7.0832, 2.6017], [1.0134, 8.0906, 1.2282], [-0.5994, 8.9715, 1.2265], [-0.1777, 6.1693, -0.2683], [0.0963, 7.8135, -0.9808], [-2.5963, 8.1081, 0.1526], [-2.0726, 8.0702, -1.5846], [-2.0324, 5.2510, -0.8939], [-3.1740, 6.1306, -2.0045], [-3.8350, 5.0387, 0.8583], [-4.3495, 6.7664, 0.5416], [-5.5662, 5.8749, -1.6120], [-6.1978, 5.1574, -0.0019], [-3.8570, 3.6792, -1.4100], [-5.3945, 3.5742, -2.3688], [-5.6368, 3.4403, 1.6900], [-6.1776, 0.7158, 2.4154], [-6.0299, -0.8307, -0.0139], [-5.3959, 1.0198, -2.0343], [2.8351, 3.1262, -0.5008], [1.5919, 3.5433, 0.7794], [2.7868, 5.3888, 0.9447], [4.3477, 5.3156, 1.8776], [4.3718, 4.9407, 0.0519], [5.3801, 0.6010, -1.1230], [5.0422, 1.8796, -0.1720], [3.6553, -1.3886, 1.3440], [8.2379, -3.4099, -0.5463], [7.3308, -4.6250, -0.3880], [5.9776, -4.4526, -1.0819], [5.2532, -3.2824, -0.4919], [4.6951, -2.3628, -0.0280], [7.8023, -2.5193, -0.0858], [9.1997, -3.5888, -0.0604], [8.4249, -3.1948, -1.6029], [7.1779, -4.8164, 0.6781], [7.8360, -5.5016, -0.8027], [5.3709, -5.3515, -0.9508], [6.1130, -4.2883, -2.1543], [-2.8962, 0.0564, -5.0081], [-3.6996, -1.2261, -4.8188], [-5.0199, -1.2208, -5.5971], [-5.8731, -0.0892, -5.1246], [-6.5086, 0.8069, -4.7475], [-3.4355, 0.9294, -4.6316], [-1.9528, -0.0024, -4.4605], [-2.6662, 0.2233, -6.0648], [-3.8984, -1.3659, -3.7525], [-3.0952, -2.0759, -5.1466], [-5.5537, -2.1616, -5.4419], [-4.8355, -1.1097, -6.6688], [1.4170, -4.3938, -2.8232], [1.0299, -3.5213, -4.0130], [0.2851, -2.2487, -3.6011], [-0.9817, -2.6047, -2.8914], [-1.9647, -2.8812, -2.3375], [0.5372, -4.7518, -2.2830], [1.9697, -5.2731, -3.1608], [2.0508, -3.8426, -2.1223], [0.4092, -4.1086, -4.6968], [1.9352, -3.2430, -4.5594], [0.0424, -1.6523, -4.4841], [0.9057, -1.6379, -2.9395], [-11.1830, -1.4862, -7.1488], [-10.3282, -0.8897, -6.0354], [-9.0696, -1.7109, -5.7461], [-9.4495, -3.0904, -5.3136], [-9.7464, -4.1616, -4.9778], [-11.5560, -2.4781, -6.8828], [-12.0525, -0.8534, -7.3402], [-10.6126, -1.5706, -8.0785], [-10.9339, -0.8087, -5.1280], [-10.0341, 0.1249, -6.3173], [-8.4865, -1.2364, -4.9535], [-8.4403, -1.7757, -6.6377], [3.2583, -4.3331, 3.5173], [2.4882, -5.6470, 3.6100], [3.0800, -6.7471, 2.7256], [3.0472, -6.3197, 1.2947], [3.0218, -5.9795, 0.1850], [3.2297, -3.9192, 2.5057], [2.8196, -3.5878, 4.1847], [4.3052, -4.4716, 3.8032], [1.4449, -5.4668, 3.3299], [2.4884, -5.9861, 4.6478], [2.5049, -7.6693, 2.8355], [4.1133, -6.9563, 3.0134], [-0.5753, -8.2342, 7.9892], [-0.4206, -6.7225, 8.1173], [0.2757, -6.0905, 6.9090], [1.6496, -6.6582, 6.7574], [2.7169, -7.1008, 6.6425], [0.3942, -8.7353, 7.9363], [-1.1013, -8.6368, 8.8575], [-1.1471, -8.4954, 7.0940], [0.1434, -6.4995, 9.0279], [-1.4100, -6.2722, 8.2337], [0.3504, -5.0088, 7.0419], [-0.2929, -6.2816, 5.9953], [7.9876, -1.4544, 3.3915], [7.9033, -2.2426, 4.6945], [9.0227, -3.2784, 4.8389], [8.9459, -4.2692, 3.7234], [8.8863, -5.0361, 2.8538], [7.8760, -2.1041, 2.5197], [7.1892, -0.7106, 3.3453], [8.9452, -0.9313, 3.3110], [6.9301, -2.7401, 4.7455], [7.9526, -1.5458, 5.5356], [8.9266, -3.8057, 5.7907], [10.0012, -2.7922, 4.8183]], "mol_weight_g_mol": 1022.41, "charge": 0, "spin_multiplicity": 1, "e_lumo_ev": 0.6299, "smiles": "C#C[C@@]1(OCCOCC)[C@H](CCCCCCCCCCCCn2cccc2)OC(=O)[C@@]1(COC)P(N)O.CCCC#N.CCCC#N.CCCC#N.CCCC#N.CCCC#N.CCCC#N.CCCC#N", "gap_ev": 8.2}

---

{"formula": "C18H32AsF6N3O2PtSSi", "method": "the ωB97M-V functional and the def2-TZVPD basis", "symbols": ["Pt", "N", "C", "S", "N", "N", "C", "C", "C", "C", "C", "C", "C", "O", "H", "H", "H", "H", "H", "H", "H", "C", "O", "H", "H", "H", "H", "F", "As", "F", "F", "F", "F", "F", "C", "Si", "C", "C", "C", "C", "C", "C", "C", "C", "H", "H", "H", "H", "H", "H", "H", "H", "H", "H", "H", "H", "H", "H", "H", "H", "H", "H", "H", "H", "H"], "coordinates": [[0.2252, 0.4588, 0.1248], [1.7713, -3.0299, -1.4662], [1.2512, -2.1602, -0.6613], [2.1047, -0.7942, -0.0551], [-0.0849, -2.5112, -0.2806], [-0.7711, -1.5216, -0.0059], [-2.1097, -1.7881, 0.2730], [-3.0288, -0.8181, 0.4451], [-4.4056, -1.2706, 0.5874], [-5.4281, -0.4084, 0.6238], [-5.1756, 1.0106, 0.5320], [-3.9287, 1.5146, 0.4371], [-2.7784, 0.6581, 0.4219], [-1.6578, 1.2220, 0.4295], [2.6718, -2.8616, -1.8935], [1.1837, -3.7735, -1.8311], [-2.3919, -2.8355, 0.2576], [-4.5746, -2.3383, 0.6286], [-6.4462, -0.7604, 0.7060], [-6.0203, 1.6877, 0.5422], [-3.7396, 2.5771, 0.3755], [0.5234, -1.7539, 3.3191], [-0.5657, -0.9994, 2.7827], [0.2182, -2.3192, 4.2002], [1.3698, -1.1113, 3.5698], [0.8362, -2.4588, 2.5503], [-0.8693, -0.3920, 3.4644], [0.4721, -0.5336, -2.6106], [-0.9780, -0.9099, -3.5733], [-0.9637, 0.6991, -4.1672], [0.0362, -1.4737, -4.8359], [-2.4183, -1.3071, -4.3959], [-0.9263, -2.5082, -2.8362], [-1.9060, -0.3718, -2.1668], [3.3166, 2.1024, 0.5249], [1.5064, 2.4861, 0.2717], [1.2008, 3.2476, -1.4694], [-0.2676, 3.1319, -1.8997], [2.0770, 2.4984, -2.4854], [1.6216, 4.7266, -1.4512], [0.8527, 3.3880, 1.8159], [1.9108, 4.4326, 2.2126], [-0.4814, 4.1090, 1.5932], [0.6964, 2.3893, 2.9697], [3.8901, 3.0312, 0.4802], [3.7205, 1.4500, -0.2491], [3.5038, 1.6514, 1.5016], [-0.5819, 2.0917, -2.0404], [-0.3910, 3.6191, -2.8716], [-0.9481, 3.6064, -1.1953], [1.8370, 1.4336, -2.5373], [3.1401, 2.6074, -2.2673], [1.8975, 2.9183, -3.4792], [0.9993, 5.3362, -0.7962], [1.5223, 5.1257, -2.4653], [2.6624, 4.8579, -1.1497], [2.1064, 5.1481, 1.4122], [2.8572, 3.9736, 2.5011], [1.5442, 4.9989, 3.0743], [-0.4040, 4.8816, 0.8300], [-0.7854, 4.6002, 2.5234], [-1.2760, 3.4229, 1.3038], [1.6067, 1.8093, 3.1467], [-0.1206, 1.6893, 2.7776], [0.4650, 2.9291, 3.8936]], "mol_weight_g_mol": 766.61, "charge": 1, "spin_multiplicity": 2, "relative_energy_kcal_mol": 61.1, "e_lumo_ev": [-6.3672, -6.4394], "gap_ev": [5.7, 5.6]}

---

{"formula": "C5H10O", "method": "the ωB97M-V functional and the def2-TZVPD basis", "symbols": ["C", "C", "C", "O", "C", "C", "H", "H", "H", "H", "H", "H", "H", "H", "H", "H"], "coordinates": [[-1.4956, 0.6048, -0.3097], [-0.5989, -0.1651, 0.6605], [-0.4119, -1.6507, 0.3216], [0.8267, -1.3833, -0.3876], [0.9262, -0.1706, 0.3681], [1.5641, 1.0182, -0.2914], [-1.2999, 1.6816, -0.2560], [-2.5675, 0.4650, -0.1068], [-1.3151, 0.2765, -1.3390], [-0.8236, 0.0919, 1.7029], [-1.1183, -2.1390, -0.3489], [-0.2387, -2.2504, 1.2299], [1.4438, -0.4075, 1.3123], [2.6234, 0.8553, -0.5109], [1.4752, 1.8441, 0.4251], [1.0464, 1.2920, -1.2146]], "mol_weight_g_mol": 86.13, "charge": 0, "spin_multiplicity": 1, "relative_energy_kcal_mol": 27.2, "e_lumo_ev": 1.1162, "gap_ev": 10.7}

---

{"formula": "C7H12N4O2S", "method": "the ωB97M-V functional and the def2-TZVPD basis", "symbols": ["C", "C", "C", "C", "C", "C", "C", "N", "N", "N", "N", "O", "O", "S", "H", "H", "H", "H", "H", "H", "H", "H", "H", "H", "H", "H"], "coordinates": [[0.9946, -1.1589, 0.7525], [0.2667, -0.1016, 0.5406], [-0.8841, 0.2558, -0.3007], [-1.4319, -0.4068, -1.3313], [-0.6435, 1.9106, 1.3022], [1.6639, -3.6815, 0.4403], [-1.0249, 2.5727, -1.0370], [0.5201, 1.0281, 1.3144], [-0.9663, -1.6364, -1.6746], [0.7992, -2.2620, -0.0087], [-1.2997, 1.5862, 0.0746], [-0.8868, -4.1339, -0.7871], [-2.5234, -0.0327, -2.0419], [-0.8702, -2.7627, -0.2917], [2.0103, -1.1280, 1.2337], [-1.3071, 1.6788, 2.1263], [-0.2067, 3.0129, 1.3122], [1.5409, -4.4697, -0.4424], [2.6451, -3.4632, 0.3173], [1.1954, -4.0764, 1.2840], [-0.1281, 2.1879, -1.5709], [-1.9179, 2.6422, -1.7162], [-0.7798, 3.5642, -0.4824], [1.0004, 0.9706, 2.2000], [-1.4825, -1.9821, -2.3891], [-2.7131, 0.9110, -1.6914]], "mol_weight_g_mol": 216.27, "charge": 0, "spin_multiplicity": 3, "relative_energy_kcal_mol": 74.7, "e_lumo_ev": [0.8283, -0.8794], "gap_ev": [4.8, 6.7]}

---

{"formula": "C28H78N2O11", "method": "the ωB97M-V functional and the def2-TZVPD basis", "symbols": ["C", "C", "C", "O", "H", "H", "H", "H", "H", "H", "H", "H", "C", "C", "C", "O", "H", "H", "H", "H", "H", "H", "H", "H", "C", "C", "C", "O", "H", "H", "H", "H", "H", "H", "H", "H", "C", "C", "C", "O", "H", "H", "H", "H", "H", "H", "H", "H", "C", "C", "C", "O", "H", "H", "H", "H", "H", "H", "H", "H", "C", "C", "C", "O", "H", "H", "H", "H", "H", "H", "H", "H", "C", "C", "C", "O", "H", "H", "H", "H", "H", "H", "H", "H", "C", "C", "O", "H", "H", "H", "H", "H", "H", "C", "C", "O", "H", "H", "H", "H", "H", "H", "C", "C", "O", "H", "H", "H", "H", "H", "H", "C", "O", "N", "N", "H", "H", "H", "H"], "coordinates": [[-4.7300, 2.3289, -1.2619], [-4.2112, 2.0695, 0.1986], [-4.5597, 0.7194, 0.7444], [-2.8708, 2.2730, 0.1562], [-5.6974, 1.8313, -1.3295], [-4.0294, 2.0209, -2.0381], [-4.8887, 3.4006, -1.3818], [-4.6732, 2.8450, 0.8096], [-4.1170, 0.6221, 1.7357], [-4.4583, -0.0506, -0.0203], [-5.6421, 0.7040, 0.8721], [-2.6472, 2.7089, 0.9817], [-4.1075, -2.4380, 3.3658], [-4.8719, -2.6229, 2.0493], [-4.0484, -3.4871, 1.0805], [-6.0659, -3.3716, 2.3607], [-3.6391, -3.3433, 3.7519], [-4.8112, -2.1990, 4.1632], [-3.3777, -1.6307, 3.3044], [-5.1557, -1.6713, 1.5999], [-4.4761, -3.4287, 0.0796], [-4.0911, -4.5431, 1.3471], [-3.0027, -3.1893, 1.0027], [-6.6182, -2.7948, 2.8936], [6.4123, -2.5408, 2.3150], [5.1999, -2.3032, 1.4902], [4.0175, -1.6224, 2.1715], [5.4828, -1.4890, 0.3766], [6.1571, -2.3726, 3.3613], [7.1881, -1.7917, 2.1563], [6.8508, -3.5386, 2.3231], [4.8609, -3.2860, 1.1625], [4.1361, -0.5405, 2.2318], [4.0120, -1.9953, 3.1957], [3.0568, -1.8013, 1.6886], [6.0004, -0.7798, 0.7648], [-1.1757, 4.1200, -2.2632], [-0.9526, 4.5097, -3.7223], [-1.6114, 5.7994, -4.1134], [0.3947, 4.7358, -4.0314], [-2.1812, 3.7206, -2.1309], [-1.1103, 4.9414, -1.5497], [-0.4020, 3.3623, -2.1394], [-1.2479, 3.7891, -4.4850], [-1.3254, 6.6166, -3.4512], [-2.6896, 5.7829, -3.9543], [-1.3293, 6.2013, -5.0865], [0.5008, 5.0927, -4.9163], [0.0720, 3.5084, 1.6927], [1.4392, 2.8245, 1.9958], [2.6675, 3.6152, 1.6280], [1.5778, 2.6439, 3.3277], [-0.7670, 3.0015, 2.1693], [-0.2246, 3.5620, 0.6452], [0.0276, 4.5825, 1.8729], [1.5621, 1.8808, 1.4644], [2.3754, 4.6648, 1.6603], [2.9993, 3.4212, 0.6080], [3.5710, 3.4680, 2.2196], [2.1797, 1.9108, 3.4756], [4.0238, 2.9257, -3.2598], [4.6358, 1.6452, -2.8831], [4.2559, 1.3599, -1.4322], [4.0554, 0.6791, -3.6758], [4.5077, 3.7450, -2.7281], [2.9752, 3.0269, -2.9801], [4.0132, 3.1778, -4.3202], [5.7151, 1.7617, -2.9814], [3.2284, 1.6746, -1.2497], [4.8021, 2.0188, -0.7573], [4.3638, 0.3059, -1.1763], [4.4527, -0.1846, -3.5423], [0.6294, 0.3897, -0.5163], [-0.6127, -0.4249, -0.3037], [-1.1863, -0.4228, 1.1640], [-1.6357, 0.0979, -1.1965], [0.9129, 0.3371, -1.5675], [1.3557, 0.0128, 0.2038], [0.5652, 1.4460, -0.2551], [-0.3388, -1.4595, -0.5104], [-0.5335, -0.6133, 2.0158], [-1.9694, -1.1662, 1.3135], [-1.6346, 0.4985, 1.5360], [-1.9649, 0.9038, -0.7918], [-3.7444, -2.1790, -3.5586], [-2.4032, -2.7593, -3.1429], [-1.3552, -1.8438, -3.3968], [-3.8496, -2.0515, -4.6360], [-3.8627, -1.1227, -3.3169], [-4.4942, -2.8171, -3.0910], [-2.2542, -3.5908, -3.8317], [-2.4500, -3.0300, -2.0882], [-1.3851, -1.1451, -2.7391], [0.3706, -5.1970, 2.2711], [0.8097, -4.0731, 1.3704], [1.9196, -4.5191, 0.6696], [1.0494, -5.3731, 3.1055], [0.4378, -6.1600, 1.7650], [-0.6058, -5.0817, 2.7418], [1.0826, -3.2823, 2.0692], [-0.0433, -3.8285, 0.7374], [2.2937, -3.9515, -0.0082], [1.8215, -3.1365, -3.2356], [2.4827, -2.3548, -2.1246], [3.3136, -3.1880, -1.3007], [1.2518, -4.0095, -2.9172], [2.5570, -3.4824, -3.9619], [1.2064, -2.4752, -3.8458], [1.7717, -1.9456, -1.4069], [3.0422, -1.5496, -2.6006], [4.0395, -2.7448, -0.8555], [-0.6332, 0.3373, 4.5837], [0.3736, -0.3189, 4.3821], [-1.7742, -0.2202, 4.8882], [-0.6865, 1.5915, 4.3842], [-2.5842, 0.3827, 4.8651], [-1.8905, -1.2082, 5.0628], [-1.4998, 2.1801, 4.4946], [0.1422, 1.9649, 3.9440]], "mol_weight_g_mol": 618.94, "charge": 0, "spin_multiplicity": 1, "e_lumo_ev": -0.0462, "smiles": "NC(N)=O.CC(C)O.CC(C)O.CC(C)O.CC(C)O.CC(C)O.CC(C)O.CC(C)O.CCO.CCO.CCO", "gap_ev": 9.5}

---

{"formula": "C6H16N4O2", "method": "the ωB97M-V functional and the def2-TZVPD basis", "symbols": ["C", "C", "C", "C", "C", "C", "H", "H", "H", "H", "H", "H", "H", "H", "H", "H", "H", "H", "H", "H", "H", "H", "N", "N", "N", "N", "O", "O"], "coordinates": [[-2.1967, -2.0853, -0.9917], [-2.7504, -0.9356, -0.0320], [-1.6681, -0.5917, 1.0101], [0.7151, -0.3253, 1.6445], [2.0532, 0.0258, 0.9283], [2.2698, -1.0209, -0.1520], [-2.7895, -2.1371, -2.0030], [-1.1407, -1.7271, -1.2715], [-2.0817, -2.9708, -0.4911], [-3.6600, -1.3640, 0.4645], [-3.2803, -0.1693, -0.5146], [-2.1120, 0.1517, 1.6092], [-1.5383, -1.5321, 1.6734], [0.6040, 0.5281, 2.3159], [0.8526, -1.3666, 1.9468], [2.0063, 1.0154, 0.2750], [2.8879, 0.1768, 1.6073], [1.8674, -2.0598, 0.1707], [1.3369, -0.7100, -0.8489], [3.4128, -0.3028, -1.8398], [4.2680, -0.3696, -0.1557], [0.0334, 1.7653, -1.8382], [-0.3330, -0.3704, 0.5098], [3.4982, -0.8825, -0.8327], [-0.3514, 0.8465, -0.2360], [-0.8124, 1.9294, 0.4557], [0.0450, 0.8072, -1.5424], [-0.6967, 2.9438, -0.3100]], "mol_weight_g_mol": 176.22, "charge": 0, "spin_multiplicity": 1, "relative_energy_kcal_mol": 117.3, "e_lumo_ev": 0.4871, "smiles": "CCCN(CCCN)N(O)N=O", "gap_ev": 9.5}